Record 1
Formula: CH6N5
Source: the OMol25 dataset
Level of theory: ωB97M-V with the def2-TZVPD basis set

The geometry in XYZ format:
```
12
Properties=species:S:1:pos:R:3:mulliken_charge:R:1
C 0.5549 -1.1952 -0.4369 -0.264
N 1.9363 -0.7186 0.3440 -0.130
N 1.8726 0.4744 0.3341 -0.111
N 0.8242 0.9646 -0.3671 0.085
N -0.0418 0.0120 -0.6854 -0.050
N -1.4909 0.4482 0.4273 -0.586
H 0.9311 -1.5580 -1.3377 0.368
H 0.2451 -1.8099 0.2831 0.311
H 0.5099 1.9886 -0.4419 0.333
H -2.1789 -0.2760 0.2512 0.331
H -1.8860 1.4058 0.1838 0.356
H -1.2766 0.2640 1.4455 0.359
```

Properties
ΔE to the lowest compared entry with this formula, charge and spin   91.4 kcal per mole
HOMO   -14.8787 eV
Gap between HOMO and LUMO   9.4 eV
Total charge   +1

Record 2
Formula: CH6N5
Source: the OMol25 dataset
Level of theory: ωB97M-V with the def2-TZVPD basis set

The geometry in XYZ format:
```
12
Properties=species:S:1:pos:R:3:mulliken_charge:R:1
C -2.0633 -1.1840 0.0024 -0.207
N -2.2534 1.1065 0.0034 -0.305
N -1.0974 1.0949 -0.0016 0.216
N -0.2249 0.1513 -0.0060 -0.159
N -0.8383 -1.0394 -0.0034 -0.312
N 2.3798 0.4381 -0.0003 -0.556
H -2.7355 -0.2006 0.0065 0.418
H -2.5835 -2.1183 0.0025 0.369
H 1.2616 0.2931 -0.0074 0.436
H 2.8330 -0.3440 0.4766 0.366
H 2.5982 1.3087 0.4887 0.368
H 2.7236 0.4938 -0.9613 0.368
```

Properties
ΔE to the lowest compared entry with this formula, charge and spin   58.9 kcal per mole
HOMO   -14.5476 eV
Gap between HOMO and LUMO   9.7 eV
Total charge   +1

Record 3
Formula: CH6N6O3
Source: the OMol25 dataset
Level of theory: ωB97M-V with the def2-TZVPD basis set

The geometry in XYZ format:
```
16
Properties=species:S:1:pos:R:3:mulliken_charge:R:1
H -2.3248 1.6052 0.3297 0.201
N -1.5561 1.9605 -0.2191 -0.770
C -0.5163 1.2650 -0.4340 0.586
N 0.3772 1.5883 -1.3345 -0.321
N -0.3306 0.0773 0.3367 0.790
N -1.1410 -0.4454 1.2975 -1.023
N 0.6598 -0.7615 -0.2423 -0.179
O 0.4898 -1.7801 -1.2113 -0.479
N 1.5576 -1.3005 0.7008 1.079
O 1.9120 -0.4751 1.5003 -0.608
O 1.8488 -2.4484 0.4624 -0.713
H 0.4652 2.5539 -1.6524 0.255
H 0.9229 0.8506 -1.7221 0.214
H -1.2017 0.1487 2.1086 0.283
H -2.1708 -0.3426 0.9555 0.268
H 1.0081 -2.4960 -0.8758 0.420
```

Properties
SMILES   [H]/N=C(/N)N(N)N(O)[N+](=O)[O-]
ΔE to the lowest compared entry with this formula, charge and spin   13.3 kcal per mole
HOMO   -9.2874 eV
Gap between HOMO and LUMO   9.3 eV
Total charge   0